Record 1
{
  "formula": "C10H16O",
  "method": "ωB97M-V/def2-TZVPD",
  "symbols": ["C", "C", "C", "C", "C", "C", "O", "C", "C", "H", "H", "H", "H", "H", "H", "H", "H", "H", "H", "C", "C", "H", "H", "H", "H", "H", "H"],
  "positions_angstrom": [[1.3756, -1.5028, -1.3978], [1.6701, -0.1099, -0.8584], [0.9591, 0.2438, 0.4165], [0.5198, -0.7080, 1.3003], [-0.2169, -0.3318, 2.4498], [-0.5141, 0.9945, 2.6443], [-1.1328, 1.4662, 3.7850], [-0.1372, 1.9758, 1.7180], [0.5385, 1.5759, 0.5897], [0.3020, -1.6803, -1.4147], [1.9132, -2.2712, -0.8381], [1.7089, -1.6298, -2.4188], [2.7612, -0.0056, -0.7580], [1.5047, 0.6443, -1.6250], [0.6948, -1.7759, 1.2828], [-0.6311, -1.1198, 3.0676], [-1.8260, 0.8771, 4.0996], [-0.3096, 3.0006, 2.0143], [0.7940, 2.2653, -0.2070], [-1.8070, -1.7992, -4.0843], [-0.7735, -0.6973, -4.2568], [-1.3253, -2.7197, -3.7734], [-2.5886, -1.5004, -3.3905], [-2.2091, -2.0517, -5.0637], [-0.1424, -0.5800, -3.3785], [-0.0707, -0.8679, -5.0756], [-1.2741, 0.2490, -4.4730]],
  "forces_ev_per_a": [[0.09, -0.04, 0.00], [1.10, -0.07, -0.40], [-0.62, 0.28, -1.07], [-0.68, -0.04, 1.96], [0.04, -0.27, -1.19], [-0.16, 0.57, 0.50], [-0.16, 0.14, -0.06], [0.25, -0.56, 0.60], [0.54, -0.27, 0.01], [-0.05, -0.26, 0.24], [-0.37, -0.02, 0.21], [0.22, 0.20, -0.34], [-0.07, -0.20, 0.41], [-0.62, 0.11, -0.07], [0.36, 0.06, -0.74], [0.19, 0.18, 0.31], [0.20, -0.19, -0.11], [-0.25, 0.11, -0.42], [0.03, 0.22, 0.21], [0.62, -0.12, -0.63], [0.18, 0.38, -0.07], [-0.02, -0.16, 0.46], [-0.07, -0.19, -0.02], [-0.49, 0.16, 0.03], [-0.20, 0.18, 0.17], [-0.19, -0.23, -0.10], [0.13, 0.05, 0.11]],
  "spin_multiplicity": 1,
  "charge": 0,
  "smiles": "CCc1ccc(O)cc1.CC",
  "largest_force_ev_per_a": 2.1,
  "relative_energy_kcal_mol": 24.8,
  "total_energy_ha": -465.858279
}

***

Record 2
{
  "formula": "C3H5NOS",
  "method": "ωB97M-V/def2-TZVPD",
  "symbols": ["N", "C", "O", "C", "C", "S", "H", "H", "H", "H", "H"],
  "positions_angstrom": [[1.2014, 1.0750, 0.6663], [0.3344, 0.9871, -0.3776], [-0.0385, 1.9642, -1.0042], [-0.2174, -0.4168, -0.7380], [-1.1293, -1.1263, 0.2284], [0.5240, -1.8397, 0.0254], [1.4008, 1.9411, 1.1012], [1.6366, 0.2377, 0.9622], [-0.4393, -0.4074, -1.8075], [-1.3097, -0.7172, 1.1645], [-1.9630, -1.6976, -0.2207]],
  "forces_ev_per_a": [[-0.75, -0.70, -0.72], [-0.37, 0.39, -0.10], [-0.13, -0.54, 0.18], [0.25, 1.48, 0.15], [0.22, -0.89, -2.30], [-0.02, -0.66, -0.05], [0.24, 0.70, 0.02], [0.30, -0.60, 0.61], [-0.09, -0.41, 0.36], [-0.30, 0.87, 1.49], [0.64, 0.36, 0.35]],
  "spin_multiplicity": 1,
  "charge": 0,
  "smiles": "NC(=O)[C@@H]1CS1",
  "largest_force_ev_per_a": 2.5,
  "relative_energy_kcal_mol": 12.3,
  "total_energy_ha": -645.492054
}